Entry 1:
{"formula": "C5H10O2", "method": "ωB97M-V with the def2-TZVPD basis set", "elements": ["O", "O", "C", "C", "C", "C", "C", "H", "H", "H", "H", "H", "H", "H", "H", "H", "H"], "coordinates": [[-0.388, -1.666, -0.660], [-0.318, 1.479, -1.024], [0.249, -1.385, 0.514], [2.210, -0.078, -0.409], [1.363, -0.674, 0.679], [-1.450, 1.161, -0.739], [-1.952, 0.896, 0.650], [-1.127, 0.911, 1.364], [1.686, -0.510, 1.704], [1.898, -0.393, -1.412], [2.168, 1.015, -0.398], [-2.449, -0.081, 0.669], [-2.213, 1.057, -1.540], [0.063, -1.192, -1.373], [-2.697, 1.655, 0.913], [3.255, -0.386, -0.289], [-0.297, -1.810, 1.352]], "e_tot_ha": -346.9504, "smiles": "C/C=C\\O.CC=O", "homo_lumo_gap_ev": 9.593, "homo_ha": -0.3177}

***

Entry 2:
{"formula": "C38H55BrN2OPd", "method": "ωB97M-V with the def2-TZVPD basis set", "elements": ["Pd", "Br", "O", "N", "N", "C", "C", "C", "C", "C", "C", "C", "C", "C", "C", "C", "C", "C", "C", "C", "C", "C", "C", "C", "C", "C", "C", "C", "C", "C", "C", "C", "C", "C", "C", "C", "C", "C", "C", "C", "C", "C", "C", "H", "H", "H", "H", "H", "H", "H", "H", "H", "H", "H", "H", "H", "H", "H", "H", "H", "H", "H", "H", "H", "H", "H", "H", "H", "H", "H", "H", "H", "H", "H", "H", "H", "H", "H", "H", "H", "H", "H", "H", "H", "H", "H", "H", "H", "H", "H", "H", "H", "H", "H", "H", "H", "H", "H"], "coordinates": [[-0.090, 0.454, 0.202], [1.431, -1.297, -1.528], [-1.448, -1.370, -0.623], [-0.084, -0.046, 2.419], [0.738, 2.276, -0.189], [2.887, 3.546, 1.492], [-2.432, 0.400, 2.159], [-1.700, -3.756, -0.353], [1.542, 4.165, 1.887], [0.419, -2.798, -0.926], [-3.961, -2.469, -0.310], [0.656, -7.082, 1.098], [1.091, -0.257, 3.036], [2.492, -6.483, -0.458], [-0.954, -2.550, -0.616], [0.669, 4.522, 0.698], [-1.026, -4.969, -0.269], [-3.237, -3.816, -0.210], [1.060, -4.012, -0.829], [-0.615, 3.958, -1.316], [-1.125, 2.999, -2.379], [0.409, -7.496, -1.353], [2.296, -0.106, 2.278], [-1.005, 5.286, -1.391], [-2.052, 1.923, -1.810], [3.719, -0.596, 4.164], [-1.369, -0.149, 3.112], [4.762, -0.049, 1.925], [0.238, 5.831, 0.557], [2.716, -1.174, 6.394], [-3.626, -4.439, 1.142], [-0.598, 6.249, -0.475], [2.583, -0.798, 4.936], [0.342, -5.147, -0.465], [0.260, 3.523, -0.255], [0.001, 2.369, -3.207], [-1.698, -1.624, 3.394], [1.312, -0.643, 4.396], [-3.792, -4.705, -1.337], [3.555, -0.254, 2.812], [-1.505, 0.696, 4.405], [0.796, 3.271, 2.885], [0.972, -6.530, -0.300], [0.670, -7.155, -2.359], [5.691, -0.210, 2.480], [-4.717, -4.482, 1.234], [-0.088, 3.788, 3.270], [-0.680, -7.548, -1.292], [-3.235, -3.839, 1.965], [-3.785, -1.985, -1.271], [-4.883, -4.778, -1.256], [-1.499, 1.272, -1.126], [1.439, 2.996, 3.728], [-3.547, -4.275, -2.311], [3.480, 3.328, 2.386], [0.569, 6.555, 1.297], [4.778, 0.965, 1.517], [3.755, -1.395, 6.649], [2.914, -7.474, -0.264], [-1.663, 5.576, -2.207], [-2.873, 2.372, -1.247], [2.376, -0.360, 7.042], [4.746, -0.738, 1.077], [2.191, 0.163, 1.232], [-3.378, -5.715, -1.301], [-1.723, 3.609, -3.065], [2.781, -6.186, -1.469], [-2.250, 1.463, 1.977], [0.479, -0.846, 5.047], [-0.937, -2.069, 4.041], [-3.637, -1.775, 0.458], [1.159, -8.043, 1.257], [2.730, 2.611, 0.951], [-2.462, 1.289, -2.600], [2.940, -5.778, 0.246], [-2.391, -0.121, 1.203], [0.649, 1.764, -2.573], [3.453, 4.225, 0.848], [0.990, -6.382, 1.867], [1.758, 5.115, 2.390], [-3.238, -5.455, 1.252], [4.710, -0.712, 4.592], [2.120, -4.053, -1.048], [-0.412, 1.725, -3.989], [0.468, 2.344, 2.413], [-0.919, 7.280, -0.558], [-5.037, -2.652, -0.196], [-3.433, 0.279, 2.589], [-0.417, -7.236, 1.232], [-0.907, 1.607, 4.322], [-2.678, -1.737, 3.875], [0.810, -8.508, -1.213], [0.611, 3.145, -3.676], [2.112, -2.054, 6.635], [-1.697, -2.171, 2.448], [-1.617, -5.853, -0.042], [-2.552, 0.983, 4.541], [-1.203, 0.167, 5.308]], "s_squared": 2.009, "charge": -2, "e_tot_ha": -4367.6157, "homo_lumo_gap_ev": [5.020, 5.088], "spin_multiplicity": 3, "homo_ha": [-0.0307, -0.0332]}

***

Entry 3:
{"formula": "C5H7NO", "method": "ωB97M-V with the def2-TZVPD basis set", "elements": ["O", "N", "C", "C", "C", "C", "C", "H", "H", "H", "H", "H", "H", "H"], "coordinates": [[2.199, -0.155, -0.138], [-0.615, 1.736, -0.953], [0.559, -0.502, 1.683], [-0.369, -0.677, -1.123], [-0.020, 0.804, -0.146], [1.062, -0.047, 0.294], [-1.269, 0.397, -0.684], [0.972, 0.267, 2.351], [-2.246, 0.312, -0.242], [-0.532, -0.487, 1.861], [-0.169, 1.941, -1.841], [-0.546, -1.684, -0.722], [0.973, -1.473, 1.904], [0.159, -0.685, -2.074]], "e_tot_ha": -324.5327, "smiles": "CC(=O)[C@@]12C[C@@H]1N2", "homo_lumo_gap_ev": 9.579, "homo_ha": -0.3174}

***

Entry 4:
{"formula": "C28H30Br2INO5PPt", "method": "ωB97M-V with the def2-TZVPD basis set", "elements": ["Pt", "I", "Br", "Br", "P", "O", "O", "O", "O", "O", "N", "C", "C", "C", "C", "C", "C", "C", "C", "C", "C", "C", "C", "C", "C", "C", "C", "C", "C", "C", "C", "C", "C", "C", "C", "C", "C", "C", "C", "H", "H", "H", "H", "H", "H", "H", "H", "H", "H", "H", "H", "H", "H", "H", "H", "H", "H", "H", "H", "H", "H", "H", "H", "H", "H", "H", "H", "H", "H"], "coordinates": [[-0.034, -1.288, 0.856], [-1.830, -3.831, 0.456], [5.980, -1.732, 4.517], [0.530, -1.186, 5.871], [0.429, 0.356, -1.789], [1.254, 1.047, -0.610], [1.235, 0.181, -3.021], [0.185, -1.490, 2.857], [-0.739, 1.446, -1.977], [-0.159, -0.921, -1.190], [2.044, -1.902, 0.937], [4.296, -2.248, 0.287], [-5.586, -0.808, 1.061], [-2.931, 1.699, 1.565], [4.158, -1.670, 3.962], [-2.947, 0.449, -2.019], [-4.625, -2.953, 0.628], [2.912, -2.186, -0.010], [-1.596, 0.632, -4.128], [3.824, -1.819, 2.598], [2.221, 2.113, -0.697], [-1.925, 1.277, -2.786], [-4.166, 1.137, 1.449], [-3.366, -2.431, 0.729], [-5.756, -2.130, 0.793], [3.588, 1.446, -0.792], [2.430, -2.477, -1.395], [1.842, -1.431, 4.536], [-1.778, 0.910, 1.398], [-2.438, 2.696, -2.987], [2.069, 2.876, 0.611], [-1.826, -0.437, 1.108], [1.425, -1.540, 3.212], [2.465, -1.746, 2.234], [4.748, -2.054, 1.552], [-4.292, -0.244, 1.175], [-3.121, -1.049, 1.004], [3.190, -1.484, 4.906], [1.987, 3.047, -1.880], [0.980, 3.465, -1.840], [2.710, 3.865, -1.828], [3.460, -1.379, 5.948], [1.048, 3.250, 0.701], [3.727, 0.763, 0.049], [-4.753, -4.007, 0.425], [-6.748, -2.557, 0.705], [3.145, -3.122, -1.908], [-1.242, -0.390, -3.996], [2.312, -1.564, -1.983], [-2.527, -0.517, -1.743], [-2.830, 2.758, 1.776], [3.652, 0.876, -1.720], [-1.728, 3.280, -3.574], [2.100, 2.519, -2.824], [5.806, -2.096, 1.773], [-3.399, 2.681, -3.506], [2.274, 2.220, 1.459], [-0.810, 1.388, 1.478], [-2.570, 3.176, -2.016], [-2.497, 0.616, -4.745], [-3.244, 0.967, -1.106], [2.762, 3.720, 0.644], [1.453, -2.957, -1.361], [-5.067, 1.730, 1.561], [-3.833, 0.289, -2.638], [4.386, 2.192, -0.777], [-6.443, -0.156, 1.189], [4.990, -2.456, -0.517], [-0.813, 1.190, -4.642]], "charge": -1, "e_tot_ha": -7422.6179, "homo_lumo_gap_ev": 6.953, "homo_ha": -0.1707}

***

Entry 5:
{"formula": "C4H12", "method": "ωB97M-V with the def2-TZVPD basis set", "elements": ["C", "C", "C", "C", "H", "H", "H", "H", "H", "H", "H", "H", "H", "H", "H", "H"], "coordinates": [[1.555, -1.217, 1.163], [-0.095, 1.559, -1.371], [-1.606, 1.344, -1.275], [0.123, -1.668, 1.448], [0.003, -2.723, 1.230], [0.209, 2.468, -0.851], [0.453, 0.760, -0.878], [1.832, -1.504, 0.144], [0.298, 1.574, -2.386], [1.674, -0.148, 1.343], [-2.117, 1.790, -2.125], [-2.002, 1.746, -0.348], [2.270, -1.681, 1.857], [-0.571, -1.081, 0.840], [-1.863, 0.272, -1.272], [-0.162, -1.490, 2.479]], "e_tot_ha": -159.5817, "smiles": "CC.CC", "homo_lumo_gap_ev": 12.853, "homo_ha": -0.4301}

***

Entry 6:
{"formula": "C27H38BrF7N4O6", "method": "ωB97M-V with the def2-TZVPD basis set", "elements": ["Br", "F", "F", "F", "F", "F", "F", "F", "O", "O", "O", "O", "O", "O", "N", "N", "N", "N", "C", "C", "C", "C", "C", "C", "C", "C", "C", "C", "C", "C", "C", "C", "C", "C", "C", "C", "C", "C", "C", "C", "C", "C", "C", "C", "C", "H", "H", "H", "H", "H", "H", "H", "H", "H", "H", "H", "H", "H", "H", "H", "H", "H", "H", "H", "H", "H", "H", "H", "H", "H", "H", "H", "H", "H", "H", "H", "H", "H", "H", "H", "H", "H", "H"], "coordinates": [[-2.743, -0.870, -4.857], [1.066, 3.096, -0.419], [-4.110, -6.786, -3.071], [-2.144, 2.583, -0.424], [-0.509, 3.998, -1.509], [0.567, 2.286, -2.354], [-1.075, -6.024, -4.614], [-0.543, 1.710, 0.750], [-2.980, -5.005, -4.964], [0.181, 5.861, 3.658], [5.626, 3.832, -0.125], [-4.349, -5.065, -1.692], [1.027, 3.116, 4.301], [5.290, 0.916, 0.069], [-1.169, -2.917, -0.248], [-2.167, -3.071, -2.935], [-3.576, 1.828, -3.604], [-2.295, -5.408, -2.738], [-3.275, -5.590, 3.312], [1.407, 6.325, 4.195], [-1.714, -5.042, 1.430], [6.552, 3.619, -1.176], [0.139, -5.779, -0.233], [0.547, 3.317, 5.619], [-1.093, -0.564, -0.520], [-1.353, -5.326, -0.046], [-1.825, 0.520, -2.527], [-1.292, 0.577, -1.202], [-2.519, -6.202, 2.094], [-3.667, -5.708, -2.435], [-1.376, -1.835, -1.051], [-2.084, -0.685, -3.073], [4.399, 3.142, -0.320], [-2.117, 1.791, -3.339], [-1.980, -4.102, -2.188], [-1.500, -4.024, -0.845], [4.335, 1.874, 0.506], [-2.191, -5.425, -4.178], [-0.971, 1.882, -0.504], [6.445, 0.876, 0.890], [0.059, 2.819, -1.263], [-1.873, -1.885, -2.343], [-3.802, 2.506, -4.891], [0.069, 3.459, 3.306], [0.354, 4.821, 2.706], [2.061, 5.501, 4.489], [0.746, -5.570, 0.650], [0.140, -6.863, -0.398], [-0.364, 5.004, 1.899], [-4.869, 2.727, -4.979], [-2.322, -4.141, 1.552], [3.600, 3.813, 0.007], [7.529, 3.961, -0.837], [7.216, 0.321, 0.357], [4.467, 2.097, 1.569], [0.559, -5.324, -1.135], [1.922, 6.959, 3.465], [-0.946, 3.418, 3.713], [6.625, 2.563, -1.446], [-3.316, -6.268, 4.169], [-1.542, 1.741, -4.266], [0.146, 2.710, 2.521], [-4.288, -5.275, 3.042], [6.262, 4.202, -2.057], [1.400, 3.281, 6.296], [0.054, 4.285, 5.730], [-1.974, -6.122, -0.456], [6.823, 1.877, 1.109], [4.240, 2.923, -1.381], [1.359, 4.852, 2.275], [-4.015, 2.329, -2.842], [-2.753, -4.680, 3.638], [-1.810, -6.929, 2.500], [-0.698, -0.491, 0.490], [-3.248, -6.627, 1.399], [6.221, 0.356, 1.828], [-0.814, -4.897, 2.038], [-3.178, 3.414, -4.943], [3.347, 1.421, 0.377], [-3.492, 1.855, -5.715], [-0.151, 2.517, 5.891], [-1.891, 2.699, -2.774], [1.182, 6.922, 5.078]], "e_tot_ha": -4995.0884, "smiles": "CCC[C@H](C)c1nc2cc(C(F)(F)C(F)(F)F)c(CNC)c(Br)c2nc1N(C(=O)F)C(=O)F.COCCOC.COCCOC", "homo_lumo_gap_ev": 8.256, "homo_ha": -0.3362}